[1]
Density functional theory data (wB97M-V/def2-TZVPD) for a single C4H5NO molecule in a non-equilibrium geometry.

Geometry as ORCA input:
```
! wB97M-V def2-TZVPD RIJCOSX def2/J DEFGRID3
* xyz 0 1
O -1.550 0.307 0.448
N 3.200 -0.430 0.183
C 2.133 0.009 0.117
C -2.000 0.162 -0.786
C 0.787 0.571 0.073
C -0.287 -0.476 0.181
H -3.053 -0.172 -0.686
H -0.295 -1.070 1.083
H -0.249 -1.193 -0.673
H 0.641 1.147 -0.849
H 0.639 1.240 0.921
*
```

For the molar mass, the calculation gives 83.090 u. The calculation puts the frontier orbital gap at 8.8 eV. The highest occupied orbital energy is -8.7 eV. The calculation puts the energy above the lowest of the compared OMol25 structures with the same formula, charge and spin at 4.771 eV. The calculation puts the total energy at -7761.7553 eV.

***

[2]
Density functional theory data (wB97M-V/def2-TZVPD) for a single C7H14BN molecule in a non-equilibrium geometry.

Geometry as ORCA input:
```
! wB97M-V def2-TZVPD RIJCOSX def2/J DEFGRID3
* xyz 0 1
N 0.937 0.216 -1.401
C -1.983 1.185 1.160
C 0.534 -1.685 1.843
C 2.391 0.205 -1.553
C 0.276 -0.287 1.382
C -1.105 0.048 0.682
C -3.224 1.211 1.649
C 0.288 0.447 -2.694
B 0.273 0.003 -0.178
H -0.304 -2.046 2.465
H -0.864 0.410 -2.373
H -3.761 0.332 2.012
H -1.474 2.081 0.905
H 0.674 -2.328 0.820
H -1.815 -0.765 0.578
H 0.469 1.454 -2.916
H 1.629 -1.768 2.294
H 2.923 -0.059 -0.635
H 2.796 -0.378 -2.360
H -3.670 2.141 2.099
H 0.494 0.510 2.174
H 2.799 1.185 -1.800
H 0.580 -0.358 -3.339
*
```

For the molar mass, the calculation gives 123.008 u. The calculation puts the frontier orbital gap at 9.2 eV. As for the SMILES: C=C[C@H]1B(N(C)C)[C@@H]1C. The highest occupied orbital energy is -8.5 eV. The calculation puts the energy above the lowest of the compared OMol25 structures with the same formula, charge and spin at 1.857 eV. The calculation puts the total energy at -9649.8867 eV.

***

[3]
Density functional theory data (wB97M-V/def2-TZVPD) for a molecular structure, C19H14BeO4PS3.

Geometry as ORCA input:
```
! wB97M-V def2-TZVPD RIJCOSX def2/J DEFGRID3
* xyz -1 1
S 1.572 1.722 -3.754
S 0.050 -2.439 -0.854
S 0.683 0.642 0.259
P -0.549 -0.882 0.305
O 1.585 0.117 -3.972
O 4.707 -0.695 -2.833
O 2.781 -1.199 -1.830
O 0.558 -0.530 -3.164
C 3.693 -0.370 -2.254
C -0.213 -0.959 3.073
C 4.320 1.479 -0.755
C -0.819 -1.554 1.976
C -1.232 -2.586 4.521
C -3.727 0.209 -2.001
C 2.531 3.276 -1.822
C -2.491 -0.261 -1.583
C 2.617 1.992 -2.357
C -2.220 -0.385 -0.223
C 3.514 1.075 -1.815
C 4.242 2.757 -0.226
C -4.697 0.553 -1.069
C -3.189 -0.027 0.710
C -4.426 0.437 0.287
C -1.838 -3.186 3.423
C 3.338 3.662 -0.767
C -1.631 -2.672 2.153
C -0.420 -1.477 4.345
Be 1.266 -1.134 -1.945
H -5.178 0.707 1.019
H 3.248 4.661 -0.359
H 4.873 3.039 0.607
H -1.726 -0.519 -2.306
H 5.018 0.762 -0.342
H -2.468 -4.056 3.556
H 1.805 3.971 -2.230
H 0.420 -0.095 2.913
H -2.092 -3.142 1.292
H -1.393 -2.990 5.513
H 0.058 -1.012 5.199
H -2.980 -0.111 1.770
H -5.663 0.915 -1.400
H -3.930 0.307 -3.059
*
```

For the molar mass, the calculation gives 442.504 u. The calculation puts the frontier orbital gap at 7.9 eV. The highest occupied orbital energy is -5.2 eV. The calculation puts the energy above the lowest of the compared OMol25 structures with the same formula, charge and spin at 0.000 eV. The calculation puts the total energy at -70321.6068 eV.

***

[4]
Density functional theory data (wB97M-V/def2-TZVPD) for 9 unconnected molecules or ions with the total composition C18H54O9S9 in a non-equilibrium geometry.

Geometry as ORCA input:
```
! wB97M-V def2-TZVPD RIJCOSX def2/J DEFGRID3
* xyz 1 2
S -2.301 0.428 5.936
S 0.530 0.396 -0.760
S -0.199 -2.477 -4.670
S -3.907 -2.573 1.766
S 5.267 -1.843 3.886
S -3.680 3.424 0.488
S -0.487 2.972 -4.422
S 2.790 4.395 1.960
S 1.945 -5.950 -1.868
O 1.042 -1.731 -4.145
O 2.493 2.915 1.863
O 6.623 -1.188 3.880
O -4.183 -1.448 2.689
O 1.532 -6.629 -3.178
O -1.805 1.713 6.673
O -0.539 4.093 -3.372
O -0.811 0.772 -1.344
O -4.532 4.448 -0.303
C -3.876 1.693 -0.252
C 4.674 4.687 1.700
C -1.812 0.553 4.119
C 0.619 -1.476 -0.684
C 2.034 5.140 0.416
C -0.823 -1.388 -6.011
C 0.076 3.850 -5.983
C 0.014 0.460 0.976
C -2.027 3.672 -0.131
C 4.018 -0.718 3.052
C 4.657 -1.438 5.625
C -1.595 -2.060 -3.594
C 0.400 -5.386 -1.083
C -5.664 -3.233 1.610
C -0.886 -0.747 6.393
C 2.656 -4.311 -2.564
C 0.980 1.869 -4.144
C -3.519 -1.949 0.091
H 0.413 -1.879 -1.676
H -0.408 3.384 -6.841
H -2.334 1.269 3.485
H -3.796 -2.662 -0.686
H -6.050 -3.797 2.459
H 1.818 2.546 -3.979
H 1.114 1.148 -4.950
H 0.119 -1.063 -6.453
H 4.331 -0.399 5.686
H -2.464 -1.672 0.099
H -2.040 4.756 -0.013
H 0.725 -4.977 -0.126
H 5.178 3.749 1.935
H -1.892 -1.060 -3.276
H 4.429 -0.275 2.146
H -2.557 -2.463 -3.911
H -0.019 1.524 1.211
H 3.518 -0.022 3.725
H 0.052 -0.201 6.496
H -4.116 -1.083 -0.192
H -2.809 1.478 -0.313
H 2.445 4.623 -0.451
H -1.343 -2.585 -2.673
H 0.002 -4.608 -1.734
H -1.173 3.322 0.449
H 1.978 -3.780 -3.231
H 3.237 -1.372 2.665
H -1.830 -0.421 3.629
H 2.646 6.039 0.341
H -1.027 0.243 1.215
H 0.964 5.333 0.497
H 5.423 -1.597 6.383
H 1.687 -1.681 -0.610
H 4.689 4.860 0.624
H 1.151 3.720 -6.107
H -0.115 4.919 -5.894
H 0.810 -0.058 1.511
H 0.720 1.243 -3.291
H -1.220 -1.466 7.140
H -0.752 0.767 4.258
H -6.347 -2.402 1.437
H -4.285 1.771 -1.259
H 3.534 -4.687 -3.089
H -0.657 -1.377 5.533
H -4.442 1.114 0.478
H -1.562 -1.906 -6.622
H -0.281 -6.230 -0.973
H -1.346 -0.503 -5.650
H -1.890 3.502 -1.199
H 3.015 -3.646 -1.778
H 5.088 5.581 2.167
H 0.011 -1.929 0.099
H -5.832 -3.972 0.826
H 3.791 -2.055 5.866
*
```

For the molar mass, the calculation gives 703.224 u. The calculation puts the frontier orbital gap (alpha / beta) at 6.5 / 2.0 eV. The expectation value of S² is 0.7575. The highest occupied orbital energy (alpha / beta) is -10.5 / -10.5 eV. The calculation puts the energy above the lowest of the compared OMol25 structures with the same formula, charge and spin at 2.506 eV. The calculation puts the total energy at -135465.9206 eV.

***

Q: Which of these has the highest total energy?
A: C4H5NO

***

What did the first record say?
Density functional theory data (wB97M-V/def2-TZVPD) for a single C4H5NO molecule in a non-equilibrium geometry.

Geometry as ORCA input:
```
! wB97M-V def2-TZVPD RIJCOSX def2/J DEFGRID3
* xyz 0 1
O -1.550 0.307 0.448
N 3.200 -0.430 0.183
C 2.133 0.009 0.117
C -2.000 0.162 -0.786
C 0.787 0.571 0.073
C -0.287 -0.476 0.181
H -3.053 -0.172 -0.686
H -0.295 -1.070 1.083
H -0.249 -1.193 -0.673
H 0.641 1.147 -0.849
H 0.639 1.240 0.921
*
```

For the molar mass, the calculation gives 83.090 u. The calculation puts the frontier orbital gap at 8.8 eV. The highest occupied orbital energy is -8.7 eV. The calculation puts the energy above the lowest of the compared OMol25 structures with the same formula, charge and spin at 4.771 eV. The calculation puts the total energy at -7761.7553 eV.

***

Q: Among the records above, which one has the lowest total energy?
A: C18H54O9S9